Record 1
DFT (ωB97M-V/def2-TZVPD) results for 2 unconnected molecules or ions with the total composition C3H8N2OS at a distorted geometry.

Computed properties:
2S+1   1
Strongest force on any atom   4.33 eV/A
HOMO level   -9.26 eV
Frontier orbital gap   7.7 eV
Energy   -19097.1064 eV

Cartesian coordinates (Å):
C1 -2.58309 0.29617 1.62544
C2 0.31299 -0.78244 -0.06342
C3 0.63676 0.68699 0.10020
H1 -3.35945 1.00246 1.68204
H2 -2.97500 -0.74412 1.86524
H3 -1.78487 0.76401 2.27722
H4 -1.19025 -1.70857 -0.14944
H5 1.84756 -1.53071 -0.72829
H6 0.91393 0.85630 1.23768
H7 -0.36701 1.13221 -0.09896
H8 1.79689 -0.68232 -2.16823
N1 -1.00589 -0.90918 0.50008
N2 0.90829 -1.80312 -0.49410
O1 -2.08358 0.00076 0.27913
S1 2.01688 1.16790 -1.01035

Forces on the atoms, in the same order (eV/Å):
1.3918 -2.3418 0.1378
-1.2371 2.8757 1.4966
1.1295 0.0880 0.5884
-1.2350 0.8257 -0.9938
0.5736 1.5992 1.0133
-0.5806 -1.2242 -0.5931
-1.3041 0.0386 1.4498
0.8028 -0.1332 0.0196
-0.3894 -0.2944 -2.3093
1.2064 0.4346 -0.0195
0.3289 3.1660 1.6490
-0.1027 -3.8918 -1.9008
-0.8259 0.0159 0.2015
1.1189 1.4157 0.4068
-0.8772 -2.5741 -1.1463

---

Record 2
DFT (ωB97M-V/def2-TZVPD) results for a molecular structure, C5H4N2 at a distorted geometry.

Computed properties:
2S+1   1
Strongest force on any atom   4.56 eV/A
HOMO level   -8.95 eV
Frontier orbital gap   9.7 eV
Energy   -8223.8070 eV

Cartesian coordinates (Å):
C1 -1.69704 1.58533 1.84507
C2 -1.06385 0.86564 1.11511
C3 -0.30486 0.03726 0.22190
C4 0.57295 0.51381 -0.71515
N1 1.12884 -0.57860 -1.30205
N2 0.63784 -1.66910 -0.93545
C5 -0.26839 -1.44816 0.10862
H1 -2.27573 2.20134 2.50103
H2 0.91593 1.47817 -1.05786
H3 1.67279 -0.81658 -2.09774
H4 0.72257 -2.16103 0.31334

Forces on the atoms, in the same order (eV/Å):
0.1674 -0.2918 -0.2090
-0.1273 -0.0320 0.1430
0.5021 -0.7763 0.3456
0.3170 0.0520 -0.5445
1.2662 2.0706 -1.8922
-2.6485 -3.1677 1.9468
1.0027 0.4964 -0.5649
0.1685 -0.1418 -0.1726
-0.4086 0.1405 0.2582
1.0290 1.7019 -0.9307
-1.2685 -0.0517 1.6202

---

Record 3
DFT (ωB97M-V/def2-TZVPD) results for 9 unconnected molecules or ions with the total composition C34H80Br10O16P4 at a distorted geometry.

Computed properties:
2S+1   1
Strongest force on any atom   3.98 eV/A
HOMO level   -10.28 eV
Frontier orbital gap   10.3 eV
Energy   -806905.7354 eV

Cartesian coordinates (Å):
C1 5.14596 -3.94514 1.50857
C2 3.69439 -4.43048 1.58191
O1 3.00418 -3.35296 2.09573
P1 2.34383 -3.43972 3.59726
O2 3.11208 -4.30238 4.57705
O3 2.26023 -1.89080 4.10192
C3 3.41545 -1.18500 4.63214
C4 4.16922 -0.37679 3.48766
O4 0.84622 -3.96664 3.29788
C5 0.04505 -3.34556 2.30970
C6 -0.55725 -4.37679 1.41468
H1 5.56371 -3.45701 2.38909
H2 5.79492 -4.77545 1.23011
H3 5.24636 -3.20455 0.71513
H4 3.32359 -4.60623 0.57210
H5 3.51239 -5.33761 2.15817
H6 3.02501 -0.40794 5.28927
H7 4.12285 -1.80926 5.17804
H8 5.05453 0.17682 3.80046
H9 4.44618 -1.09751 2.71827
H10 3.53766 0.32401 2.94166
H11 -0.69239 -2.80856 2.90628
H12 0.58613 -2.63521 1.68462
H13 0.13509 -4.82443 0.70166
H14 -0.98597 -5.24400 1.91693
H15 -1.30304 -3.86006 0.81062
C7 -3.84236 -0.33003 2.77736
C8 -4.65194 -1.10533 1.75575
O5 -4.52325 -2.54254 1.84005
P2 -5.54733 -3.39455 2.82517
O6 -5.93599 -2.71977 4.08916
O7 -6.74952 -3.81944 1.83265
C9 -7.67865 -4.83560 2.21813
C10 -7.19296 -6.22583 1.72877
O8 -4.66120 -4.75676 3.04753
C11 -3.27140 -4.73482 3.36520
C12 -3.16232 -5.03588 4.84564
H16 -4.08374 -0.57889 3.81076
H17 -2.80351 -0.64934 2.69408
H18 -3.78396 0.75373 2.67660
H19 -5.70839 -0.84083 1.71052
H20 -4.31497 -0.84056 0.75353
H21 -7.66290 -4.84088 3.30800
H22 -8.64606 -4.52542 1.82314
H23 -6.10675 -6.22084 1.63811
H24 -7.59725 -6.92135 2.46423
H25 -7.62079 -6.43024 0.74730
H26 -2.74461 -5.55271 2.87363
H27 -2.74719 -3.80719 3.13539
H28 -2.12844 -4.82280 5.11729
H29 -3.80142 -4.38067 5.43754
H30 -3.41821 -6.04303 5.17470
C13 1.08485 4.32750 -2.03973
C14 -0.07516 5.22803 -2.14700
O9 -0.69503 5.30364 -0.87294
P3 -0.15760 6.42590 0.13370
O10 1.23066 6.31465 0.58925
O11 -0.56213 7.88861 -0.55920
C15 -0.14085 9.08241 0.05131
C16 -1.02174 9.46107 1.20443
O12 -1.33616 6.34649 1.28282
C17 -1.16964 5.40755 2.32508
C18 -0.42131 5.92729 3.60941
H31 1.56794 4.26093 -3.01456
H32 1.83170 4.78131 -1.38829
H33 0.75461 3.32135 -1.78146
H34 0.12092 6.19395 -2.61246
H35 -0.71705 4.74356 -2.88277
H36 0.86656 8.96635 0.45099
H37 -0.21357 9.86863 -0.70013
H38 -1.03056 8.61649 1.89342
H39 -0.59939 10.29371 1.76694
H40 -2.07370 9.63814 0.98052
H41 -2.16303 5.08151 2.63326
H42 -0.63134 4.51920 1.99468
H43 -0.17624 5.12222 4.30216
H44 0.45816 6.51125 3.33808
H45 -1.07980 6.58883 4.17232
C19 2.67772 0.46161 -1.61430
C20 3.70180 0.07858 -2.70541
O13 4.93665 0.69074 -2.38352
P4 6.03299 -0.13147 -1.54584
O14 5.62549 -0.58712 -0.19265
O15 6.57244 -1.30720 -2.55859
C21 6.68613 -2.67722 -2.04652
C22 6.51581 -3.63995 -3.22361
O16 7.18755 1.01066 -1.56182
C23 7.97644 1.28950 -0.44558
C24 8.67862 2.61685 -0.69799
H46 2.89291 -0.09726 -0.70355
H47 2.83266 1.48009 -1.25825
H48 1.63142 0.31719 -1.88354
H49 3.73713 -0.99306 -2.90150
H50 3.35042 0.41705 -3.68013
H51 7.69105 -2.67243 -1.62435
H52 6.02988 -2.94238 -1.21758
H53 7.40440 -3.46286 -3.82955
H54 6.41230 -4.67527 -2.89880
H55 5.69789 -3.39091 -3.89969
H56 7.35688 1.27011 0.45101
H57 8.75096 0.52988 -0.33974
H58 7.91383 3.36715 -0.89860
H59 9.13730 2.91299 0.24542
H60 9.33615 2.77999 -1.55188
Br1 1.68602 -0.69253 -8.65991
C25 1.41652 0.66649 -7.20802
C26 1.18716 -0.03814 -5.86703
Br2 0.77643 1.26790 -4.42447
H61 0.61434 1.34175 -7.50572
H62 2.32580 1.26740 -7.19317
H63 2.10934 -0.52632 -5.55180
H64 0.29000 -0.65442 -5.92539
Br3 -0.54432 -0.33995 0.19807
C27 -1.46536 0.73106 -1.20826
C28 -2.23469 1.82540 -0.45710
Br4 -3.08710 3.15714 -1.71042
H65 -2.07884 0.19133 -1.92967
H66 -0.66583 1.17230 -1.80337
H67 -1.56811 2.43737 0.15058
H68 -3.09368 1.45694 0.10368
Br5 -4.66520 -0.27377 -2.13095
C29 -4.61020 -1.52894 -3.67203
C30 -5.93497 -1.37274 -4.44678
Br6 -6.09659 -2.81293 -5.82852
H69 -4.53703 -2.49256 -3.16787
H70 -3.82757 -1.25434 -4.37927
H71 -6.11773 -0.42184 -4.94727
H72 -6.77902 -1.41653 -3.75847
Br7 -4.48124 3.52194 2.06000
C31 -5.46139 4.60151 0.74483
C32 -6.63164 3.72478 0.44571
Br8 -7.77605 4.69488 -0.76607
H73 -4.89034 4.86640 -0.14502
H74 -5.76471 5.59254 1.08239
H75 -7.30847 3.47417 1.26253
H76 -6.30868 2.81260 -0.05601
Br9 2.96052 -3.81015 -2.17978
C33 1.34743 -3.43525 -3.22898
C34 0.33916 -2.69826 -2.32344
Br10 -1.16559 -2.12476 -3.49302
H77 0.85636 -4.34267 -3.58047
H78 1.62136 -2.93111 -4.15575
H79 0.80139 -1.81879 -1.87514
H80 -0.11606 -3.30298 -1.53910

Forces on the atoms, in the same order (eV/Å):
0.4146 -0.7808 -0.7687
1.6087 -0.4129 -0.4848
-2.5284 1.8837 2.4287
1.9972 -0.8281 1.3331
-1.6971 1.4577 -2.1838
-0.0973 -1.3672 -0.8631
0.7401 1.9532 -1.2918
-0.7550 -1.3846 -0.1207
2.1757 0.4923 0.9311
-0.4303 0.2864 0.1178
-0.3047 -0.4981 -0.7716
-0.4606 -0.3488 0.3354
0.1868 -0.0903 0.0617
-0.2323 0.1166 -0.0342
-0.0127 -0.0900 -0.0580
0.3554 -0.0088 0.1848
-0.2953 -0.4673 0.2867
-0.3714 -0.3572 -0.1543
-0.0501 -0.2719 0.3975
0.3828 -0.0120 -0.0093
-0.3798 0.0526 0.4159
-0.3372 0.1832 -0.4307
0.2823 0.1072 0.2444
0.4860 0.2772 0.0606
-0.1607 0.3866 0.2328
-0.3649 -0.1904 0.0095
0.8590 -0.8558 0.6668
-0.4622 0.6616 -0.6618
-1.2363 -0.7019 1.3004
1.5093 0.1859 -0.1983
0.1870 -0.6033 -1.3804
1.6787 0.8779 0.2661
0.8912 -0.6968 0.4365
-1.0119 1.1142 -0.1105
-1.3555 1.3521 -1.4908
0.0700 -0.8490 1.5591
0.4528 0.6514 0.6634
-0.5003 0.0802 -0.0507
0.2159 -0.1160 -0.2269
-0.5885 -0.0764 -0.3507
-0.1415 0.0200 0.5281
0.3235 -0.2341 -0.0526
-0.5929 -0.0230 0.0868
0.0600 -0.1780 0.1437
-0.1559 -0.2464 0.3656
0.4097 -0.4188 -0.2440
0.0566 -0.1730 0.0123
-0.4986 0.1046 -0.5954
-0.4955 0.1336 -0.2086
0.1147 -0.1771 0.3289
0.0310 0.2574 -0.1332
0.0655 -0.1486 -0.5351
1.5284 0.1446 -0.6364
-0.3018 -0.5242 -1.4336
-0.3159 1.5324 0.5717
-2.3053 1.6712 0.4298
-0.3197 0.0211 -0.1116
0.1898 -3.2591 0.0132
0.0071 0.9704 0.5223
-0.3222 -0.5257 1.1396
1.5363 0.3119 -1.2486
0.6601 -0.7855 2.0157
-0.8832 0.5423 -0.9241
0.0169 -0.1282 -0.1983
0.0063 -0.5931 0.3956
0.2328 0.0555 0.4310
0.2757 0.2978 0.5670
-0.8792 0.1133 0.4865
0.2437 0.1335 -0.3914
0.4354 -0.1944 -0.2219
-0.0070 0.0644 0.1825
-0.0673 0.2055 -0.2059
0.1343 0.2127 -0.3787
0.0126 0.0922 -0.2208
0.0128 -0.0509 -0.3407
0.1523 -0.1826 -0.3431
0.1548 -0.2822 0.0030
-0.0894 0.1581 -0.0687
0.6529 -0.4430 0.4511
-1.8445 0.2461 0.0662
1.2261 -0.8256 -0.0157
0.7230 0.4688 -0.0384
0.3526 0.0691 -1.2005
-1.3897 0.8404 1.3869
0.2042 0.0418 -0.1998
0.7707 0.9150 -0.0994
-1.9280 -1.5422 -1.3827
1.4660 0.1264 0.0813
-1.1422 0.9504 0.6984
-0.0930 -0.4337 -0.0363
-0.0780 0.2996 -0.5840
0.2002 -0.0468 -0.1458
0.5207 -0.3170 0.7088
0.3567 0.7598 0.0342
0.1050 -0.6292 -0.1221
-0.4117 0.6778 -0.1615
0.1197 -0.6445 -0.1771
0.2192 0.0798 -0.0273
-0.3300 0.1225 0.4679
0.1348 0.3365 0.0935
-0.0444 -0.3388 0.1121
-0.2934 0.1037 0.2412
0.3883 0.0944 -0.1679
0.3122 -1.0063 0.1538
-0.2317 0.6846 0.8749
0.3603 0.0706 0.0758
-0.2348 0.7097 -0.5735
0.0427 -0.1338 -0.7644
-0.1546 -0.4476 -0.0046
0.0203 -0.2387 -0.0033
-0.4014 -0.2870 0.0111
0.4382 -0.2567 0.2174
-0.6823 0.1904 -0.6880
0.1312 1.2444 0.1099
-0.1353 0.1958 -0.6776
0.4678 -0.7981 0.2987
0.0886 -0.5101 0.7473
0.1231 0.0302 0.2596
-0.2026 -0.1514 0.0341
0.3178 -0.0637 0.0724
-0.0930 -0.2403 -0.7078
-1.3433 0.6426 -0.4964
-0.4061 -0.3116 0.5488
0.1145 0.7749 0.8062
0.2506 0.0801 -0.5651
0.3899 -0.2249 0.6622
0.7763 -0.1023 -0.2149
-0.0176 -0.6940 -0.1058
0.2500 0.6666 -0.2073
-0.2740 0.3540 0.1142
-0.5418 -0.2676 -0.5936
-0.3653 0.2112 -0.5867
0.4103 -0.8345 0.1143
0.0128 -0.3215 0.9288
0.5730 0.1225 0.2085
-0.1173 0.0770 0.0063
-0.4438 -0.0343 -0.3575
-1.0627 -0.2464 0.3419
0.5689 0.2891 -0.8907
0.5104 -0.1718 0.4604
0.4610 -0.3690 0.3289
0.1450 0.5067 0.4672
-0.3120 0.0336 -0.1624
0.2236 -0.1132 -0.2479

---

Record 4
DFT (ωB97M-V/def2-TZVPD) results for a molecular structure, C20H18N6O2STa.

Computed properties:
2S+1   1
Strongest force on any atom   0.20 eV/A
HOMO level   -17.31 eV
Frontier orbital gap   6.0 eV
Total charge   +3
Energy   -46431.1770 eV

Cartesian coordinates (Å):
Ta1 0.42066 -0.37953 0.81540
O1 1.50266 1.97598 -2.22401
C1 1.57367 1.13018 -1.39034
N1 0.52963 0.19794 -1.07540
C2 -0.36105 -0.24680 -2.06947
C3 -0.33348 0.05813 -3.42796
C4 -1.26347 -0.55743 -4.24292
C5 -2.19151 -1.46047 -3.71842
C6 -2.21403 -1.77796 -2.37111
C7 -1.28331 -1.15973 -1.53852
N2 -1.07428 -1.34682 -0.14856
C8 -1.88759 -2.27327 0.57594
O2 -2.90475 -2.75891 0.19545
C9 -1.31612 -2.57004 1.92551
C10 -1.88323 -3.46882 2.79413
C11 -1.28096 -3.65218 4.03616
C12 -0.14523 -2.91684 4.36697
C13 0.36544 -2.02845 3.44924
N3 -0.20546 -1.86351 2.23112
C14 2.76225 0.93230 -0.50133
C15 3.98432 1.50581 -0.74387
C16 5.02445 1.23964 0.14610
C17 4.79113 0.42857 1.24989
C18 3.53063 -0.09826 1.44395
N4 2.52463 0.13934 0.57608
H1 0.38253 0.75155 -3.83948
H2 -1.26062 -0.33718 -5.30167
H3 -2.90742 -1.93628 -4.37503
H4 -2.92988 -2.48838 -1.99477
H5 -2.77405 -4.00526 2.49465
H6 -1.69571 -4.35773 4.74508
H7 0.33693 -3.03352 5.32781
H8 1.24505 -1.43547 3.68018
H9 4.11322 2.13220 -1.61699
H10 6.00761 1.66027 -0.02376
H11 5.58064 0.20117 1.95302
H12 3.32339 -0.73875 2.29325
C19 -1.58300 4.37576 -1.06231
N5 -0.97927 3.55809 0.00174
C20 -1.40441 2.36850 0.33084
N6 -2.41177 1.78375 -0.28209
S1 -0.60465 1.56402 1.71161
H13 -1.00112 5.28601 -1.16103
H14 -2.60896 4.64041 -0.80343
H15 -1.55127 3.83612 -2.00923
H16 -0.23943 3.96872 0.55370
H17 -2.93721 2.26523 -1.00099
H18 -2.76562 0.89190 0.02487

Forces on the atoms, in the same order (eV/Å):
0.0245 0.1511 -0.0678
-0.0443 -0.0091 -0.0474
0.1530 0.0388 0.0487
-0.1500 0.0029 -0.1323
0.1002 -0.0015 0.0887
-0.0466 0.0016 -0.0366
0.0128 0.0107 0.0177
0.0170 0.0063 0.0121
-0.0229 -0.0174 -0.0191
0.0363 0.0229 0.0764
0.0287 -0.0293 -0.0373
0.0273 -0.0390 0.0644
-0.0133 0.0555 -0.0550
0.0435 0.0036 -0.0040
-0.0212 -0.0292 0.0108
0.0089 0.0072 -0.0011
-0.0165 -0.0331 0.0385
0.0178 0.0305 -0.0585
0.0084 -0.0902 0.0762
-0.0695 -0.0925 0.1127
-0.0167 0.0096 -0.0186
0.0042 -0.0106 0.0172
0.0668 0.0396 -0.0285
-0.0497 -0.0080 -0.0228
-0.0381 -0.0486 -0.0215
0.0051 -0.0031 0.0023
-0.0320 -0.0246 -0.0032
0.0120 0.0137 -0.0167
-0.0002 0.0034 0.0028
-0.0008 -0.0028 0.0033
-0.0051 -0.0020 -0.0024
0.0047 0.0058 -0.0069
0.0025 0.0028 -0.0068
0.0156 -0.0009 0.0058
-0.0005 -0.0013 0.0029
-0.0116 -0.0075 0.0049
-0.0101 -0.0026 -0.0005
-0.0147 -0.0059 -0.0119
-0.0213 0.0656 -0.0552
0.0759 0.0033 0.0787
-0.0333 -0.0012 -0.0487
-0.0958 0.0289 -0.0318
0.0004 0.0064 0.0038
0.0049 -0.0072 0.0193
0.0178 0.0016 0.0007
0.0088 -0.0279 0.0121
-0.0004 -0.0073 -0.0058
0.0173 -0.0091 0.0407

---

Record 5
DFT (ωB97M-V/def2-TZVPD) results for 2 unconnected molecules or ions with the total composition C5H7NOS at a distorted geometry.

Computed properties:
2S+1   1
Strongest force on any atom   3.46 eV/A
HOMO level (alpha / beta)   -6.70 / -8.31 eV
Frontier orbital gap (alpha / beta)   6.4 / 7.7 eV
Energy   -19665.9335 eV

Cartesian coordinates (Å):
C1 -1.03087 -0.72059 -0.59293
C2 0.12603 -0.74218 0.11381
C3 -2.27258 -1.01424 -0.11837
C4 2.24400 0.46478 0.60511
C5 1.44751 -0.32340 -0.43174
N1 -2.76748 1.99953 -0.22142
O1 -3.76690 1.56768 0.22295
S1 -3.72691 -0.79850 0.36449
H1 -1.01099 -0.45946 -1.64614
H2 0.10203 -1.02273 1.15602
H3 2.38015 -0.12076 1.51055
H4 1.72194 1.37963 0.86567
H5 3.22259 0.72457 0.21810
H6 1.31164 0.28050 -1.33111
H7 2.01986 -1.21484 -0.71500

Forces on the atoms, in the same order (eV/Å):
0.0149 0.1062 -0.2459
0.3677 0.0860 0.2090
-1.1023 0.2841 0.1043
-0.0601 -0.0793 -0.2033
0.0866 -0.0824 0.0908
-2.0148 -0.7923 0.8846
2.1497 2.4997 -1.0587
0.4085 -2.0973 0.1119
-0.0161 0.0367 -0.1240
-0.0554 -0.1021 0.1751
0.0315 -0.0576 0.1265
-0.0588 0.1626 0.0882
0.2049 0.0787 -0.0239
0.0024 -0.0827 -0.0657
0.0411 0.0395 -0.0687

---

Record 6
DFT (ωB97M-V/def2-TZVPD) results for a molecular structure, CH4BrP at a distorted geometry.

Computed properties:
2S+1   1
Strongest force on any atom   3.68 eV/A
HOMO level   -9.68 eV
Frontier orbital gap   9.5 eV
Energy   -80431.5530 eV

Cartesian coordinates (Å):
C1 1.65437 0.88358 1.12435
P1 0.16303 0.75681 1.82357
Br1 -0.94690 2.57404 1.11848
H1 2.34433 0.23168 1.48450
H2 1.78291 1.50201 0.32629
H3 -1.80929 -0.58793 -0.90613
H4 -2.20019 -1.20735 -0.64811

Forces on the atoms, in the same order (eV/Å):
-3.4951 0.1315 1.1312
0.2423 0.2349 0.3500
0.0833 -0.2853 -0.2006
2.1727 -1.8792 0.6047
0.9927 1.7899 -1.8910
-0.5755 -0.9027 0.3829
0.5796 0.9109 -0.3773